A molecular structure, C34H50EuN3OP2S at a distorted geometry, computed with the ωB97M-V functional and the def2-TZVPD basis.

Total charge ... +1
Frontier orbital gap (alpha / beta) ... 6.44 / 6.98 eV
Multiplicity ... 8
Relative energy (zero: lowest compared OMol25 entry of this formula, charge and spin) ... 0.0 kJ/mol
Expectation value of S² ... 15.762
LUMO level (alpha / beta) ... -2.548 / -2.536 eV

```
92
C34H50EuN3OP2S the ωB97M-V functional and the def2-TZVPD basis
C 2.13 0.39 -1.86
C 0.01 -0.53 -2.26
C 2.55 0.07 -3.15
C 0.40 -0.91 -3.54
C 1.68 -0.60 -4.00
H 3.57 0.28 -3.46
H -0.30 -1.46 -4.18
H 1.99 -0.90 -5.00
N 0.86 0.16 -1.47
P 2.76 0.47 0.97
P -2.38 0.43 -0.71
C 3.09 0.97 -0.82
H 4.12 0.69 -1.10
H 3.03 2.08 -0.86
C -0.54 0.94 3.85
O -1.16 1.06 4.82
C -1.30 -0.98 -1.62
H -1.95 -1.42 -2.39
C -3.81 -0.41 0.28
C -2.83 1.82 -1.88
C 3.24 -1.37 1.23
C 3.50 1.73 2.22
C -3.37 -0.64 1.75
H -3.30 0.30 2.31
H -4.11 -1.28 2.24
H -2.40 -1.16 1.83
C -5.05 0.52 0.30
H -4.84 1.44 0.86
H -5.41 0.77 -0.71
H -5.86 -0.01 0.83
C -4.15 -1.77 -0.35
H -5.16 -2.06 -0.05
H -4.12 -1.76 -1.45
H -3.47 -2.57 0.00
C -3.39 2.99 -1.03
H -3.00 2.94 0.00
H -3.05 3.95 -1.45
H -4.49 2.99 -0.99
C -1.55 2.31 -2.59
H -0.75 2.51 -1.86
H -1.17 1.58 -3.33
H -1.75 3.26 -3.11
C -3.83 1.21 -2.87
H -3.99 0.13 -2.70
H -4.81 1.72 -2.81
H -3.46 1.34 -3.90
C 3.09 1.35 3.66
H 3.13 2.25 4.30
H 2.05 0.98 3.71
H 3.75 0.60 4.11
C 2.92 3.14 1.95
H 3.00 3.45 0.90
H 1.86 3.20 2.23
H 3.46 3.87 2.57
C 5.03 1.73 2.02
H 5.42 2.75 2.14
H 5.54 1.10 2.76
H 5.31 1.39 1.01
C 2.54 -2.28 0.17
H 3.27 -2.91 -0.34
H 1.78 -2.93 0.64
H 2.01 -1.70 -0.59
C 2.81 -1.83 2.65
H 1.74 -1.62 2.85
H 2.93 -2.92 2.72
H 3.42 -1.37 3.43
C 4.76 -1.45 1.04
H 5.06 -1.08 0.05
H 5.30 -0.91 1.82
H 5.05 -2.51 1.10
Eu -0.11 0.64 1.07
N -0.58 -1.56 0.69
C -0.95 -1.98 -0.46
C -1.06 -3.47 -0.68
C -1.12 -4.29 0.46
C -1.13 -4.04 -1.96
C -1.31 -5.67 0.32
H -1.02 -3.84 1.45
C -1.30 -5.42 -2.10
H -1.06 -3.40 -2.84
C -1.40 -6.23 -0.97
H -1.40 -6.31 1.20
H -1.35 -5.84 -3.11
H -1.53 -7.31 -1.09
S 0.37 5.63 -0.20
C -0.68 5.33 1.17
C -0.82 3.98 1.38
N -0.12 3.18 0.45
C 0.56 3.95 -0.42
H -1.15 6.10 1.76
H -1.40 3.51 2.19
H 1.19 3.56 -1.21
```


A molecular structure, C4H12O4Rb at a distorted geometry, computed with the ωB97M-V functional and the def2-TZVPD basis.

Total charge ... +2
Frontier orbital gap (alpha / beta) ... 8.62 / 2.65 eV
Multiplicity ... 2
Relative energy (zero: lowest compared OMol25 entry of this formula, charge and spin) ... 0.0 kJ/mol
Expectation value of S² ... 0.755
LUMO level (alpha / beta) ... -7.643 / -13.614 eV

```
21
C4H12O4Rb the ωB97M-V functional and the def2-TZVPD basis
Rb 0.55 -1.04 0.72
C 2.32 2.10 1.86
C 3.17 0.90 2.16
O 3.38 0.05 1.05
O 1.03 1.75 1.46
H 2.76 2.82 1.17
H 2.27 2.67 2.79
H 2.67 0.31 2.92
H 4.14 1.15 2.58
H 4.33 -0.04 0.93
H 0.72 2.47 0.90
C -3.15 -1.00 -1.16
C -2.74 -0.91 -2.63
O -2.77 -2.19 -3.19
O -2.14 -1.45 -0.32
H -3.87 -1.81 -1.04
H -3.64 -0.09 -0.80
H -1.76 -0.42 -2.68
H -3.41 -0.30 -3.22
H -2.00 -2.66 -2.85
H -1.84 -2.30 -0.66
```


A molecular structure, C6H5IN2O at a distorted geometry, computed with the ωB97M-V functional and the def2-TZVPD basis.

Frontier orbital gap ... 8.79 eV
Relative energy (zero: lowest compared OMol25 entry of this formula, charge and spin) ... 116.3 kJ/mol
LUMO level ... -0.416 eV

```
15
C6H5IN2O the ωB97M-V functional and the def2-TZVPD basis
C -0.58 -1.09 0.29
C 0.70 -0.67 0.28
C -1.59 -0.22 -0.25
C 1.81 0.13 -2.14
C 1.07 0.56 -0.38
C -0.05 1.39 -0.96
N -1.38 0.93 -0.76
N 1.10 0.76 -2.93
O 0.11 1.47 -2.46
I 3.45 -1.01 -2.55
H -0.88 -2.01 0.77
H 1.48 -1.25 0.76
H -2.63 -0.51 -0.19
H 1.90 1.11 0.04
H 0.00 2.45 -0.67
```


A molecular structure, C9H24ClI2OP2Ti at a distorted geometry, computed with the ωB97M-V functional and the def2-TZVPD basis.

Total charge ... +3
Frontier orbital gap (alpha / beta) ... 4.77 / 4.75 eV
Relative energy (zero: lowest compared OMol25 entry of this formula, charge and spin) ... 48.5 kJ/mol
LUMO level (alpha / beta) ... -13.283 / -13.303 eV

```
40
C9H24ClI2OP2Ti the ωB97M-V functional and the def2-TZVPD basis
I 0.90 1.43 4.19
I -0.53 -0.27 5.55
Ti 0.06 -0.45 -0.66
P -2.47 -0.09 -1.22
C -3.36 -0.06 0.36
C -3.17 1.40 -2.09
H -4.27 1.30 -2.20
H -4.31 -1.42 -2.11
H -2.69 1.53 -3.06
H -2.74 -1.73 -3.01
H -3.09 0.93 0.76
H -2.97 2.28 -1.46
C -3.22 -1.57 -2.03
H -4.46 -0.14 0.28
H -3.01 -2.41 -1.36
H -2.93 -0.94 0.88
P 2.53 -0.01 -1.18
C 3.41 0.14 0.39
C 3.29 -1.48 -1.96
H 2.75 1.55 -3.07
H 4.31 1.33 -2.20
H 3.02 2.33 -1.51
C 3.22 1.43 -2.09
H 2.81 -1.69 -2.93
H 4.37 -1.33 -2.08
H 4.48 0.36 0.25
H 3.26 -0.82 0.89
H 3.12 -2.33 -1.30
H 2.91 0.97 0.92
Cl 0.03 0.00 -3.05
C 1.19 -0.67 2.74
C -0.16 0.03 2.33
C -1.50 0.59 2.92
O -0.06 0.20 1.07
H 1.70 -0.93 3.73
H 2.05 -0.09 2.29
H 1.32 -1.63 2.22
H -1.49 1.72 2.70
H -2.17 0.11 2.21
H -2.13 0.42 3.91
```